{
  "formula": "C81H171N9O9",
  "method": "the ωB97M-V functional and the def2-TZVPD basis",
  "elements": ["C", "C", "C", "C", "C", "C", "N", "O", "C", "C", "C", "H", "H", "H", "H", "H", "H", "H", "H", "H", "H", "H", "H", "H", "H", "H", "H", "H", "H", "H", "C", "C", "C", "C", "C", "C", "N", "O", "C", "C", "C", "H", "H", "H", "H", "H", "H", "H", "H", "H", "H", "H", "H", "H", "H", "H", "H", "H", "H", "H", "C", "C", "C", "C", "C", "C", "N", "O", "C", "C", "C", "H", "H", "H", "H", "H", "H", "H", "H", "H", "H", "H", "H", "H", "H", "H", "H", "H", "H", "H", "C", "C", "C", "C", "C", "C", "N", "O", "C", "C", "C", "H", "H", "H", "H", "H", "H", "H", "H", "H", "H", "H", "H", "H", "H", "H", "H", "H", "H", "H", "C", "C", "C", "C", "C", "C", "N", "O", "C", "C", "C", "H", "H", "H", "H", "H", "H", "H", "H", "H", "H", "H", "H", "H", "H", "H", "H", "H", "H", "H", "C", "C", "C", "C", "C", "C", "N", "O", "C", "C", "C", "H", "H", "H", "H", "H", "H", "H", "H", "H", "H", "H", "H", "H", "H", "H", "H", "H", "H", "H", "C", "C", "C", "C", "C", "C", "N", "O", "C", "C", "C", "H", "H", "H", "H", "H", "H", "H", "H", "H", "H", "H", "H", "H", "H", "H", "H", "H", "H", "H", "C", "C", "C", "C", "C", "C", "N", "O", "C", "C", "C", "H", "H", "H", "H", "H", "H", "H", "H", "H", "H", "H", "H", "H", "H", "H", "H", "H", "H", "H", "C", "C", "C", "C", "C", "C", "N", "O", "C", "C", "C", "H", "H", "H", "H", "H", "H", "H", "H", "H", "H", "H", "H", "H", "H", "H", "H", "H", "H", "H"],
  "positions_angstrom": [[-6.808907, -2.286965, -7.300349], [-5.872907, -2.733245, -6.172449], [-4.605897, -3.073675, -6.980219], [-3.299797, -3.363595, -6.152319], [-3.119737, -2.163815, -5.259599], [-4.323287, -1.885145, -4.377989], [-5.500857, -1.723805, -5.251849], [-6.536897, -1.228505, -4.578969], [-4.470317, -2.780695, -3.130279], [-3.871157, -0.560755, -3.686739], [-6.396777, -4.118795, -5.719789], [-6.717937, -1.254565, -7.637959], [-7.868527, -2.310545, -7.045879], [-6.808597, -2.931225, -8.179569], [-4.890437, -3.678445, -7.841259], [-4.247927, -2.232695, -7.574119], [-2.459497, -3.511635, -6.830609], [-3.375887, -4.295635, -5.592299], [-2.982487, -1.291405, -5.898469], [-2.212667, -2.149405, -4.655359], [-3.718837, -2.546615, -2.376229], [-5.298477, -2.449385, -2.503799], [-4.701687, -3.844835, -3.176999], [-3.786687, 0.283545, -4.370929], [-4.582437, -0.148045, -2.971299], [-2.864227, -0.685185, -3.288339], [-7.328357, -4.076025, -5.155499], [-5.804567, -4.725745, -5.034949], [-6.555357, -4.778395, -6.572949], [-6.645247, -0.361305, -4.976229], [0.550273, -0.020165, -6.933679], [1.896463, -0.853605, -6.892939], [1.954993, -1.663455, -8.299669], [2.280573, -0.703045, -9.477379], [3.515893, 0.075535, -9.199489], [3.500593, 0.846185, -7.800709], [3.150073, -0.084445, -6.701999], [3.250463, 0.464525, -5.413559], [4.944743, 1.340015, -7.356769], [2.638623, 2.130305, -7.911689], [1.582483, -1.862195, -5.764949], [0.678873, 0.978175, -6.515489], [-0.214587, -0.406685, -6.260099], [0.083663, 0.223155, -7.888229], [2.706243, -2.450115, -8.229789], [0.953743, -2.049665, -8.490579], [1.493513, 0.049605, -9.431039], [2.317783, -1.190485, -10.451609], [3.455103, 0.787345, -10.022729], [4.368003, -0.601485, -9.139059], [4.938513, 2.050105, -6.529839], [5.549783, 0.450425, -7.181679], [5.323423, 1.876985, -8.226469], [2.366793, 2.547495, -6.942069], [3.264883, 2.848015, -8.441599], [1.633633, 1.957415, -8.296639], [0.634473, -2.381285, -5.906059], [1.666833, -1.345615, -4.808849], [2.432353, -2.530405, -5.625959], [4.079423, 0.087045, -5.110339], [-5.507507, 1.864215, 2.194351], [-6.547587, 0.878025, 1.575321], [-7.867677, 1.508855, 2.163161], [-9.092717, 0.928915, 1.550351], [-9.000117, 1.211405, -0.017709], [-7.752437, 0.675015, -0.776879], [-6.567307, 1.110685, 0.091281], [-5.296427, 1.019775, -0.482829], [-7.819827, -0.881485, -0.755609], [-7.789637, 1.404155, -2.175579], [-6.218327, -0.538535, 1.951211], [-5.614997, 2.903825, 1.884931], [-4.472427, 1.629265, 1.946361], [-5.558507, 1.882485, 3.283011], [-8.002487, 1.389585, 3.238201], [-7.825257, 2.568195, 1.909991], [-10.055427, 1.330545, 1.866561], [-9.206937, -0.119555, 1.825611], [-9.201817, 2.275995, -0.136269], [-9.833577, 0.547505, -0.247219], [-8.088557, -1.378065, -1.687969], [-6.878127, -1.285425, -0.383939], [-8.463767, -1.454245, -0.088249], [-6.779917, 1.473495, -2.580269], [-8.379017, 0.865155, -2.917339], [-8.012137, 2.463715, -2.301809], [-5.568557, -1.158575, 1.333581], [-7.038327, -1.234365, 1.773671], [-5.785077, -0.536585, 2.951411], [-5.192397, 0.084245, -0.294259], [9.250953, 4.222845, 0.409061], [9.700683, 2.984055, -0.386849], [10.800213, 2.335575, 0.587581], [11.079013, 0.930465, 0.255901], [9.807153, 0.120785, 0.405491], [8.715983, 0.632505, -0.642599], [8.554173, 2.008235, -0.437609], [7.406283, 2.627825, -0.956989], [9.078863, 0.297905, -2.042559], [7.351213, -0.015225, -0.215599], [10.354343, 3.421195, -1.741659], [8.585903, 3.875265, 1.199621], [8.730083, 4.931835, -0.234459], [10.091053, 4.782485, 0.820331], [11.611493, 3.025835, 0.356341], [10.608333, 2.514135, 1.645591], [11.856063, 0.491215, 0.881481], [11.412743, 0.811945, -0.774959], [9.418513, 0.308895, 1.406331], [9.986013, -0.947235, 0.281241], [9.147413, 1.176295, -2.684299], [9.853723, -0.460285, -2.155899], [8.107493, -0.018825, -2.422329], [6.948683, 0.338295, 0.733661], [6.470053, 0.209135, -0.816689], [7.533533, -1.087575, -0.145389], [10.792893, 2.528845, -2.188309], [11.032273, 4.257685, -1.571969], [9.525883, 3.744635, -2.371839], [6.958583, 2.755855, -0.117479], [-2.679177, -3.904925, 8.303651], [-3.372387, -3.895175, 6.840831], [-4.620317, -3.033795, 6.884101], [-4.425847, -1.606185, 7.007021], [-3.574277, -1.132415, 5.872441], [-2.212647, -1.858445, 5.673051], [-2.460557, -3.335105, 5.880291], [-1.310727, -4.156915, 5.687141], [-1.817007, -1.485855, 4.232461], [-1.160357, -1.198695, 6.703481], [-3.888317, -5.329035, 6.568561], [-1.595487, -4.006895, 8.246041], [-3.177217, -4.615895, 8.962881], [-2.763357, -2.841535, 8.527731], [-5.172607, -3.046345, 5.944471], [-5.282957, -3.442795, 7.646811], [-4.011957, -1.355705, 7.983781], [-5.357077, -1.041865, 6.957621], [-3.386837, -0.118605, 6.226231], [-4.100177, -1.071315, 4.919661], [-2.253147, -2.115825, 3.457211], [-2.180917, -0.494895, 3.961031], [-0.727557, -1.458605, 4.210741], [-0.862047, -0.170575, 6.498311], [-1.664117, -1.182985, 7.669961], [-0.169527, -1.629165, 6.848541], [-4.379697, -5.348125, 5.595791], [-4.559337, -5.849565, 7.251841], [-3.055417, -5.992635, 6.336151], [-1.460597, -4.461035, 4.789011], [4.410493, 6.558255, 1.229011], [2.831813, 6.667915, 1.029151], [2.162103, 5.521115, 1.853271], [0.681313, 5.571445, 1.944711], [0.347403, 6.858115, 2.696081], [0.974763, 8.169435, 1.993371], [2.379673, 7.936985, 1.519141], [2.832023, 9.079975, 0.762681], [0.038153, 8.479405, 0.769401], [1.009283, 9.244755, 3.068851], [2.503243, 6.382345, -0.461509], [5.020883, 7.309295, 0.727561], [4.908663, 5.652285, 0.883831], [4.649953, 6.599425, 2.291591], [2.421833, 4.516475, 1.519611], [2.583723, 5.456355, 2.856341], [0.382523, 4.756645, 2.604191], [0.157573, 5.442705, 0.997491], [0.726063, 6.796555, 3.716341], [-0.728277, 6.786855, 2.857131], [0.056903, 7.685105, 0.023191], [-0.933767, 8.804365, 1.140701], [0.262583, 9.384555, 0.205101], [1.617803, 8.928725, 3.916161], [1.396763, 10.230075, 2.809811], [0.001353, 9.459015, 3.424191], [3.099273, 5.524135, -0.771879], [2.903723, 7.228995, -1.019099], [1.470363, 6.135445, -0.707089], [3.655193, 9.268165, 1.219371], [3.118153, 0.206915, -0.088409], [1.952423, 0.933185, -0.688429], [1.456423, 0.301005, -2.054669], [0.739533, -0.965665, -1.936919], [-0.479667, -0.744625, -1.186029], [-0.305157, -0.104035, 0.241701], [0.660463, 1.037565, 0.113491], [0.657283, 1.765645, 1.365801], [-1.680327, 0.377195, 0.784691], [0.250203, -1.185345, 1.117291], [2.355283, 2.352195, -1.187939], [3.040923, 0.149045, 0.997311], [4.104383, 0.574895, -0.371339], [3.193033, -0.815745, -0.458089], [0.865563, 1.066765, -2.557259], [2.425253, 0.014845, -2.464039], [1.468813, -1.624085, -1.464979], [0.549393, -1.446865, -2.896299], [-1.164527, -1.591285, -1.138819], [-1.104457, 0.004635, -1.672169], [-2.222737, -0.554345, 0.946321], [-1.609547, 0.939355, 1.715851], [-2.216217, 1.026435, 0.092301], [-0.512807, -1.954095, 1.239491], [1.197963, -1.587995, 0.759891], [0.399333, -0.799795, 2.125861], [1.536463, 3.054565, -1.032029], [2.611363, 2.408655, -2.245919], [3.197513, 2.822945, -0.680829], [-0.292187, 1.903145, 1.400371], [5.614213, 3.127595, 4.486671], [5.075273, 2.117385, 3.493591], [5.994263, 0.869575, 3.528401], [5.870403, 0.101205, 4.882411], [4.543203, -0.453815, 5.109761], [3.431403, 0.647575, 4.843841], [3.752483, 1.470205, 3.636131], [2.740423, 2.368475, 3.259581], [2.085433, -0.062945, 4.544351], [3.153253, 1.481715, 6.129421], [5.309883, 2.534105, 2.012161], [5.506593, 4.157165, 4.145331], [6.693223, 3.078795, 4.633181], [5.239243, 3.337595, 5.488371], [5.790373, 0.144305, 2.740671], [7.023443, 1.174445, 3.338831], [6.233673, 0.868595, 5.565961], [6.559533, -0.741915, 4.930801], [4.578693, -0.796255, 6.143961], [4.450993, -1.310565, 4.442231], [2.357083, -0.608685, 3.640761], [1.810253, -0.731325, 5.360221], [1.253833, 0.610125, 4.335761], [3.558213, 0.945555, 6.987701], [3.586853, 2.477465, 6.036741], [2.130963, 1.612195, 6.484391], [6.349633, 2.800095, 1.821701], [4.703373, 3.375215, 1.676321], [4.982783, 1.801725, 1.274111], [2.401733, 2.090625, 2.405361], [-5.781307, -6.556465, -0.349699], [-5.046607, -6.507235, 1.045321], [-4.240227, -7.825345, 1.353291], [-2.857267, -7.946765, 0.724401], [-2.006957, -6.711635, 1.197171], [-2.663797, -5.389315, 0.942841], [-4.129347, -5.408115, 1.439341], [-4.679887, -4.176195, 1.247521], [-1.913767, -4.242665, 1.734531], [-2.470017, -5.003135, -0.526749], [-6.109927, -6.555795, 2.232801], [-5.112567, -6.622325, -1.207929], [-6.381677, -5.668135, -0.545979], [-6.552267, -7.326315, -0.381929], [-4.060577, -8.004285, 2.413381], [-4.940437, -8.627395, 1.119761], [-2.892777, -7.829855, -0.358729], [-2.314537, -8.856875, 0.979811], [-1.005047, -6.818205, 0.781351], [-1.859307, -6.653475, 2.275561], [-1.971087, -4.654795, 2.741981], [-0.853467, -4.145405, 1.501281], [-2.477447, -3.326285, 1.559551], [-1.640817, -5.605025, -0.898589], [-3.342447, -5.122485, -1.169199], [-2.080327, -3.995995, -0.674729], [-5.664667, -6.419575, 3.218341], [-6.749077, -7.431915, 2.342361], [-6.831007, -5.759485, 2.048301], [-5.179857, -4.010925, 2.050211]],
  "forces_ev_per_angstrom": [[-1.9, 1.0, 0.2], [1.2, -2.4, -2.4], [1.9, 0.7, -0.4], [-1.2, -0.9, -0.6], [0.3, -0.3, -0.4], [0.8, 0.7, 1.1], [2.9, -0.2, -0.5], [-2.7, 1.2, 1.7], [-1.1, -0.2, 0.9], [-1.0, 1.2, -0.9], [-0.7, -0.3, 1.2], [0.8, 0.1, 0.0], [-0.2, -0.2, 0.6], [0.6, -0.1, 0.1], [0.3, -1.1, 0.7], [-0.5, 0.9, 0.2], [0.0, 0.2, -0.1], [-0.1, 0.0, 0.3], [-0.2, 0.2, -0.2], [0.1, -0.6, 0.2], [0.8, -0.6, -0.5], [-0.7, 0.5, -0.5], [0.7, -0.1, -0.6], [0.1, -0.1, -0.6], [0.1, -0.5, 0.5], [-0.2, -0.1, 0.4], [-0.4, 0.4, -0.3], [0.8, 0.4, -0.1], [-0.1, 0.3, -0.2], [-0.4, 0.3, 0.3], [0.3, 1.4, 0.6], [-2.1, -0.5, -1.3], [0.4, 1.5, 0.5], [-1.0, -0.5, 2.1], [0.4, 0.6, 1.6], [0.6, 0.9, 0.9], [-1.1, -2.2, -1.7], [-0.4, 0.5, 0.1], [-1.0, -0.3, -1.8], [-0.2, -0.6, 0.6], [2.2, 0.4, 0.3], [0.4, 0.1, 0.2], [0.0, -0.5, -0.3], [0.2, -0.6, -0.3], [-0.1, -0.2, 0.1], [0.1, -0.4, 0.3], [-0.4, -0.2, -0.7], [-0.1, 0.0, 0.1], [1.4, 0.4, 0.2], [0.4, 0.3, -0.6], [-0.2, -0.3, 0.1], [0.2, 0.2, 0.2], [0.4, 0.0, 0.0], [0.7, 0.0, 0.4], [-0.6, 0.2, -0.3], [0.3, 0.1, -0.9], [0.3, 0.1, 0.0], [-0.8, 0.4, 0.1], [-0.1, -0.7, -0.5], [0.1, 0.0, 0.2], [0.9, -0.2, -0.2], [0.1, 2.4, -0.7], [-0.2, -0.7, 0.1], [0.3, 0.1, -1.9], [-0.8, -1.9, 2.0], [-0.5, 1.0, 2.0], [-2.3, 2.4, 0.1], [-0.6, -1.1, 0.3], [0.5, -0.8, -0.8], [1.7, -0.9, -0.3], [-0.3, -1.2, 0.2], [-0.5, -0.2, -0.3], [0.1, -0.3, -0.1], [-0.2, -0.3, 0.1], [0.9, 0.1, 0.3], [0.1, 0.0, 0.2], [0.2, 0.6, 0.2], [0.3, -0.4, -0.4], [0.1, -0.2, -0.4], [-0.3, 0.6, -1.4], [0.5, 0.4, -0.5], [0.5, 0.0, -0.8], [-0.8, 1.1, 0.6], [0.4, -0.8, -0.1], [-0.1, -0.2, 0.3], [-0.8, 0.0, 1.2], [1.2, 0.9, -0.5], [-0.8, 0.3, 1.1], [-0.4, -0.5, 0.2], [1.4, -0.7, -0.6], [-0.4, 0.0, -0.8], [0.5, -0.8, 1.7], [-0.4, 2.2, -1.6], [0.2, -1.5, -0.2], [-0.9, 0.8, -0.7], [-0.4, -1.0, 2.1], [2.0, 3.3, 1.8], [-0.3, -0.4, -0.4], [-1.4, -0.5, -1.5], [0.3, -0.2, 0.2], [-1.4, -0.9, 1.0], [0.1, 0.3, 0.2], [-0.3, 0.0, 0.0], [0.1, -0.3, 0.1], [0.7, -0.3, 0.2], [-0.6, -0.2, 0.0], [0.1, 0.1, 0.1], [0.3, 0.2, -0.1], [-0.2, -0.2, 0.1], [-0.1, 0.0, -0.1], [1.0, 0.1, 0.3], [-0.1, 0.2, -0.3], [0.2, -1.1, -0.6], [0.8, 0.0, 0.5], [0.5, -0.2, -1.0], [-0.4, -0.1, -0.1], [0.5, 0.4, -0.2], [0.2, -0.3, -0.1], [0.1, 0.1, -0.2], [-0.7, 0.4, -0.2], [-0.5, 1.2, -2.0], [0.2, -0.7, 2.7], [-1.4, -1.2, -0.2], [0.1, 1.3, 0.9], [0.9, 0.8, 0.9], [-0.2, 0.3, 1.1], [0.0, 0.7, -2.0], [-0.2, 0.8, 0.2], [0.7, -0.3, 0.2], [-0.7, -0.4, -0.1], [1.2, -0.3, -2.3], [-0.1, -0.8, -0.2], [0.2, 0.4, 0.2], [-0.3, -0.2, 1.2], [0.0, -1.1, -0.4], [0.0, 0.0, 0.1], [0.3, 0.3, 0.0], [-0.3, -0.2, 0.1], [0.6, 0.4, -0.9], [-0.3, -0.3, 0.1], [0.2, -0.5, 0.3], [0.1, 0.3, 0.4], [0.1, -0.2, -0.6], [-0.7, 0.3, -0.5], [0.2, 0.0, 0.1], [-0.3, -1.0, -0.3], [-0.5, 0.3, -0.2], [0.2, 0.7, 0.5], [0.3, -0.1, 0.6], [0.2, -0.2, -0.1], [-0.4, 0.1, 0.2], [0.6, -1.9, -0.9], [1.3, -0.4, -0.1], [0.0, 0.6, 1.2], [0.5, 0.2, -0.7], [-0.9, -0.8, -1.0], [-0.6, 0.4, 1.7], [-0.4, -1.2, 0.2], [0.4, 1.2, 0.6], [-0.3, 0.6, 0.2], [1.1, 0.2, 0.1], [-0.5, 0.5, -0.1], [-0.7, -0.5, -0.2], [-0.2, 0.2, 0.1], [0.6, 0.1, -0.9], [-0.1, 0.6, 0.3], [-0.2, -0.3, -0.1], [0.0, 0.3, -0.1], [0.5, -0.1, 0.0], [-0.3, 1.3, -0.4], [-0.5, -0.2, 0.4], [-0.4, -0.9, 0.0], [1.0, 0.1, 0.1], [-0.1, -0.3, 0.0], [0.2, -0.2, -0.7], [-0.2, -0.2, 0.1], [0.1, -0.2, 0.0], [-0.5, 0.0, -0.3], [-0.1, 0.4, 0.2], [0.1, 0.3, 0.0], [0.2, -1.4, 0.9], [-1.1, 1.7, -2.5], [1.4, 0.5, 0.7], [0.9, -1.4, -0.1], [-2.7, 1.3, 1.3], [-0.9, -0.4, -1.9], [1.2, -0.4, 3.3], [1.1, -1.0, -3.9], [0.8, 0.0, -0.6], [0.7, 0.2, 1.6], [-0.1, 1.1, 1.0], [0.3, 0.1, 0.1], [-0.3, 0.8, 0.0], [-0.5, -0.3, 0.2], [0.4, -0.1, -0.5], [-0.1, 0.9, -1.0], [-0.4, -0.6, 0.4], [-0.1, 0.3, -0.1], [0.2, -0.3, 0.5], [0.1, 0.1, -0.7], [-0.3, 0.3, 0.2], [-0.2, -0.5, 0.4], [0.0, -0.2, -0.3], [0.1, -0.1, -0.4], [-0.2, -0.1, 0.0], [0.3, 0.0, 0.1], [-0.2, 0.0, -0.1], [-0.1, -0.6, 0.0], [0.1, -0.4, 0.4], [-0.7, 0.4, 0.9], [0.3, 2.4, 0.4], [0.8, -2.8, -1.1], [0.4, -1.4, 1.1], [2.6, 1.6, -1.5], [-1.4, 1.2, -0.2], [-1.9, 0.2, 1.0], [0.9, -0.5, -0.6], [-0.6, 0.7, 1.0], [1.2, -0.1, -0.7], [0.8, 0.1, 0.5], [-1.2, 1.1, -0.1], [-0.2, 0.1, -0.8], [0.1, -0.5, -0.2], [-0.5, -1.2, 0.1], [-0.5, 0.3, -0.3], [0.1, 0.1, 0.3], [-0.4, -0.3, 0.9], [0.5, 0.2, -0.1], [-0.9, -0.1, 0.0], [-0.5, 0.0, -0.1], [-0.7, -0.6, -0.2], [0.1, -0.1, -0.1], [0.2, 0.2, 0.1], [0.6, 0.3, 0.1], [0.0, -0.2, 0.3], [-0.4, 0.0, -0.9], [0.1, -0.1, 0.3], [0.0, 0.6, 0.5], [0.3, -0.7, 0.4], [0.2, -0.3, 0.1], [0.3, 0.9, 0.7], [0.1, -1.8, 2.1], [-0.1, -0.4, -0.5], [0.3, 1.8, 0.1], [-0.6, -1.2, 1.0], [-0.5, 2.0, -1.0], [2.4, -2.0, -0.3], [-0.9, 1.8, -0.8], [-1.1, -1.9, 0.2], [0.1, -0.1, -0.8], [-0.4, 0.9, -0.9], [0.1, -0.4, 0.1], [0.2, 0.5, 0.3], [0.5, -0.5, 0.2], [-0.3, 0.7, 0.3], [0.2, -0.3, -0.5], [-0.1, -0.4, -0.2], [-0.3, -0.1, 0.0], [0.0, 0.5, -0.2], [0.0, -1.0, 0.4], [-0.1, 0.9, 0.5], [-0.1, -0.1, -0.4], [0.2, 0.0, 0.4], [-0.2, -0.3, -0.4], [0.0, -0.1, 0.0], [-0.4, 0.3, 0.2], [0.4, 0.2, -0.2], [0.3, -0.4, -0.6], [-0.1, 0.3, 0.2], [0.0, 0.2, 0.2]],
  "e_homo_ev": [-9.7, -9.7],
  "e_above_lowest_kj_mol": 432.0,
  "multiplicity": 2,
  "e_tot_ha": -4357.7949,
  "s2": 0.755,
  "gap_ev": [7.57, 3.40],
  "charge": 1
}